1.
Entry from the OMol25 dataset: a gas-phase ion, C8H13BNO2 (charge +1) in a non-equilibrium geometry (ωB97M-V/def2-TZVPD).

* SMILES: C[C@@]12CC([NH3+])=CC=C1COB2O
* LUMO level: -0.1274 Eh
* energy relative to the best compared isomer or geometry (same formula, charge and spin): 34.5 kcal/mol
* DFT total energy: -14761.5833 eV
* molar mass: 166.0 g/mol
* net charge: +1
* multiplicity: 1

```
25
C8H13BNO2 ωB97M-V/def2-TZVPD
C 0.78581 0.47073 -1.85238
C 0.76813 0.35617 -0.30721
C -0.70952 1.23286 0.37479
C -1.85517 0.25909 0.44784
N -3.28613 0.66951 0.80419
C -1.64655 -1.08894 0.23770
C -0.40238 -1.78470 0.07095
C 0.71634 -1.05598 0.05772
C 2.14292 -1.55641 0.16649
O 2.91769 -0.44707 0.41302
B 2.18837 0.69844 0.33532
O 2.69950 1.92618 0.66998
H -0.28808 0.29245 -2.19784
H 1.41731 -0.26130 -2.38081
H 1.04243 1.48344 -2.27788
H -0.93925 2.04428 -0.31654
H -0.32210 1.72354 1.39793
H -3.48755 0.83422 1.79155
H -3.79919 -0.15580 0.62948
H -3.45742 1.47874 0.32314
H -2.45009 -1.79583 0.34605
H -0.34358 -2.79155 0.26006
H 2.39713 -2.50506 0.77549
H 2.34623 -1.93363 -0.94243
H 3.56519 1.90663 1.17339
```

Need the Löwdin charges? In units of e they are: atom 1 (C): -0.007, atom 2 (C): -0.200, atom 3 (C): 0.009, atom 4 (C): -0.201, atom 5 (N): 0.266, atom 6 (C): -0.006, atom 7 (C): -0.010, atom 8 (C): -0.179, atom 9 (C): -0.126, atom 10 (O): 0.130, atom 11 (B): -0.604, atom 12 (O): 0.185, atom 13 (H): 0.110, atom 14 (H): 0.098, atom 15 (H): 0.111, atom 16 (H): 0.099, atom 17 (H): 0.157, atom 18 (H): 0.182, atom 19 (H): 0.141, atom 20 (H): 0.128, atom 21 (H): 0.114, atom 22 (H): 0.101, atom 23 (H): 0.172, atom 24 (H): 0.176, atom 25 (H): 0.153

2.
Entry from the OMol25 dataset: a molecular structure, C8H13Br in a non-equilibrium geometry (ωB97M-V/def2-TZVPD).

* LUMO level: 0.0304 Eh
* energy relative to the best compared isomer or geometry (same formula, charge and spin): 70.3 kcal/mol
* DFT total energy: -78545.5001 eV
* molar mass: 189.1 g/mol
* multiplicity: 1

```
22
C8H13Br ωB97M-V/def2-TZVPD
C 0.93042 1.39585 0.03035
C 0.92904 2.35087 0.96823
C 1.86320 0.53161 -0.76125
C 0.02060 0.36253 -0.32042
C -0.73775 0.63692 -1.56525
C -1.53639 -0.53324 1.32079
C -0.26782 -2.10370 -0.14959
C -0.24099 -0.75392 0.56042
Br 3.22647 -0.48925 0.04914
H 0.11745 2.47876 1.59984
H 1.66342 3.00791 1.19403
H 2.03167 0.61905 -1.78561
H -1.79872 0.82296 -1.41629
H -0.66992 -0.30012 -2.18912
H -0.44586 1.40611 -2.32283
H -2.42029 -0.26977 0.64132
H -1.33745 0.35469 1.83275
H -1.47294 -1.32847 2.06159
H 0.79904 -2.06623 -0.67514
H -0.97524 -2.32598 -0.99773
H -0.23683 -2.97099 0.60714
H 0.55889 -0.82560 1.31765
```

Need the Löwdin charges? In units of e they are: atom 1 (C): -0.344, atom 2 (C): 0.114, atom 3 (C): -0.536, atom 4 (C): -0.341, atom 5 (C): -0.040, atom 6 (C): -0.049, atom 7 (C): -0.081, atom 8 (C): -0.463, atom 9 (Br): 0.699, atom 10 (H): 0.043, atom 11 (H): 0.027, atom 12 (H): 0.035, atom 13 (H): 0.079, atom 14 (H): 0.095, atom 15 (H): 0.106, atom 16 (H): 0.117, atom 17 (H): 0.044, atom 18 (H): 0.089, atom 19 (H): 0.089, atom 20 (H): 0.085, atom 21 (H): 0.101, atom 22 (H): 0.133

3.
Entry from the OMol25 dataset: 3 unconnected molecules or ions with the total composition C8H13Br3F3NO3 in a non-equilibrium geometry (ωB97M-V/def2-TZVPD).

* SMILES: CCOC(=O)C(F)(F)F.BrC(Br)Br.CNC(C)=O
* LUMO level: -0.0377 Eh
* energy relative to the best compared isomer or geometry (same formula, charge and spin): 0.0 kcal/mol
* DFT total energy: -234418.2398 eV
* molar mass: 467.9 g/mol
* multiplicity: 1

```
31
C8H13Br3F3NO3 ωB97M-V/def2-TZVPD
C 12.85406 -8.94908 7.89392
C 13.31371 -8.63968 6.44015
O 13.60535 -9.86422 5.76885
C 12.71323 -10.57638 4.98875
O 11.62089 -10.03935 4.63755
C 13.04815 -12.05253 4.68004
F 14.24524 -12.42991 5.27537
F 11.97872 -12.86672 5.02482
F 13.17093 -12.19004 3.31039
H 13.60079 -9.36043 8.57309
H 12.00752 -9.63289 7.95632
H 12.45372 -8.03971 8.34209
H 14.19390 -7.99679 6.44796
H 12.56348 -8.02076 5.94802
Br 10.26139 -11.74773 8.02430
C 9.30242 -9.99216 8.34413
Br 7.39015 -10.30937 9.00546
Br 9.28987 -8.89990 6.63422
H 9.85864 -9.36169 9.03783
C 4.53678 -12.04858 12.01123
N 4.44076 -11.92999 10.59978
C 3.31384 -11.86270 9.89570
C 3.45462 -11.90721 8.35201
O 2.20160 -11.82905 10.36939
H 4.98278 -11.14099 12.41801
H 5.11496 -12.92913 12.29130
H 3.61285 -12.29825 12.53289
H 5.28698 -12.09268 10.07297
H 3.41996 -12.95643 8.05869
H 4.34059 -11.41130 7.95547
H 2.53643 -11.41691 8.02853
```

Need the Löwdin charges? In units of e they are: atom 1 (C): -0.069, atom 2 (C): -0.188, atom 3 (O): -0.009, atom 4 (C): -0.269, atom 5 (O): 0.048, atom 6 (C): -0.407, atom 7 (F): 0.125, atom 8 (F): 0.110, atom 9 (F): 0.124, atom 10 (H): 0.081, atom 11 (H): -0.019, atom 12 (H): 0.078, atom 13 (H): 0.123, atom 14 (H): 0.109, atom 15 (Br): 0.551, atom 16 (C): -1.369, atom 17 (Br): 0.509, atom 18 (Br): 0.556, atom 19 (H): -0.029, atom 20 (C): -0.082, atom 21 (N): -0.009, atom 22 (C): -0.571, atom 23 (C): 0.004, atom 24 (O): 0.047, atom 25 (H): 0.085, atom 26 (H): 0.084, atom 27 (H): 0.090, atom 28 (H): 0.086, atom 29 (H): 0.081, atom 30 (H): 0.053, atom 31 (H): 0.079

Which value of LUMO level does entry 2 give?
0.0304 Eh

molar mass of number 1 (C8H13BNO2)?
166.0 g/mol

LUMO level of number 2 (C8H13Br)?
0.0304 Eh